# 1
ORCA calculation (ωB97M-V/def2-TZVPD) on C10H36BO8V as an isolated structure in a non-equilibrium geometry.

Each line ends with the Mulliken charge.
Element x y z (Å)
V -19.3368 -25.9791 2.4793  0.555
O -20.2358 -30.6150 4.3411  -0.609
O -19.9271 -26.7017 0.2204  -0.243
O -17.3287 -30.0313 1.8487  -0.568
O -16.9749 -28.0161 6.0047  -0.763
O -21.5595 -26.3855 2.5908  -0.314
O -18.4998 -28.2316 8.4975  -0.611
O -19.4913 -25.0673 3.7584  -0.715
O -17.8617 -25.6408 1.8540  -0.772
C -19.5198 -27.9793 -0.2532  1.838
C -20.7410 -28.8365 -0.5089  -1.355
C -18.5780 -27.8304 -1.4750  -1.555
C -20.4467 -28.2927 7.1221  -0.932
C -20.3018 -29.5839 9.3234  -1.529
C -22.3146 -27.4686 3.1874  -0.393
C -19.5455 -29.0544 8.0393  0.845
C -20.5707 -31.1124 3.0679  -0.563
C -16.3038 -29.1936 5.9582  -0.571
C -16.2838 -29.2041 1.4174  -0.588
B -18.7033 -27.9731 3.5816  3.588
H -21.0229 -32.0983 3.1757  0.342
H -20.4947 -29.8783 -0.7140  0.376
H -19.0290 -27.1899 -2.2329  0.405
H -17.0766 -29.9622 5.9684  0.159
H -18.9391 -28.3834 0.5760  -0.895
H -15.6892 -29.2755 5.0617  0.221
H -20.7977 -28.8488 9.9573  0.348
H -15.9694 -29.5096 0.4194  0.241
H -21.7077 -28.3152 3.5083  -0.094
H -21.2579 -30.4840 2.5013  0.167
H -18.0189 -28.0039 7.6984  0.398
H -17.8166 -27.3790 3.7395  0.130
H -17.4912 -27.8094 5.2222  -0.123
H -22.6769 -27.1218 4.1552  0.306
H -21.2857 -28.9502 0.4284  0.155
H -17.6376 -29.4938 2.5817  0.092
H -19.6114 -29.8984 4.2060  -0.078
H -21.1035 -27.5389 7.5562  0.381
H -18.3652 -28.7925 -1.9411  0.377
H -19.7188 -31.3234 2.4216  0.176
H -16.7176 -28.2082 1.3279  0.121
H -19.5529 -27.5102 4.0593  -0.298
H -17.6325 -27.3442 -1.2349  0.362
H -21.3467 -28.2916 -1.2330  0.348
H -21.0822 -30.3062 9.0841  0.360
H -18.5986 -28.9670 3.9884  -0.681
H -21.1468 -28.8620 6.5106  0.273
H -19.0611 -29.8860 7.5275  0.044
H -22.1907 -25.8551 2.0990  0.235
H -23.1841 -27.7580 2.5973  0.343
H -15.6960 -29.3729 6.8451  0.304
H -18.9257 -27.9835 2.5258  -1.153
H -20.2973 -26.2048 -0.5128  0.229
H -15.3884 -29.3856 2.0119  0.289
H -19.8904 -27.6486 6.4411  0.027
H -19.5815 -30.1264 9.9357  0.369

Results
- Total charge: -1
- Calculated total energy: -53695.2787 eV
- Expectation value of S²: 0.76
- Frontier orbital gap (alpha / beta): 5.87 / 7.22 eV
- Max |F|: 4.3 eV/Å
- Spin multiplicity: 2

# 2
ORCA calculation (ωB97M-V/def2-TZVPD) on a 8-piece molecular cluster, C10H36N14O8 overall in a non-equilibrium geometry.

Each line ends with the Mulliken charge.
Element x y z (Å)
O 1.2588 2.3568 3.4646  -0.665
O -1.9515 -1.3398 4.4038  -0.748
O 0.7691 1.9206 -0.0853  -0.579
O -0.2862 -3.4560 0.2639  -0.715
O 4.2856 -1.1426 1.0809  -0.726
O 2.0396 -1.8439 -3.6713  -0.507
O 0.9942 5.5629 -0.6619  -0.704
O -3.6487 -1.5356 -2.0269  -0.585
N 0.1165 0.8768 4.8206  -0.385
N -2.0881 -1.6020 2.1699  -0.230
N 0.1954 6.6194 1.3805  -0.510
N 1.4412 2.7769 -2.1170  -0.330
N -0.4928 -2.7064 -1.8597  -0.269
N 2.0347 -2.5831 -5.8960  -0.495
N 3.3539 -0.7203 3.0778  -0.382
N 0.3928 4.3117 1.2026  -0.128
N 1.5621 -2.4349 -0.6446  -0.156
N -0.1644 0.8262 2.5519  0.055
N 3.4804 0.9411 1.4109  -0.399
N -0.7454 -3.0250 3.4217  -0.316
N 1.0297 0.4521 -1.8104  0.057
N 4.0451 -2.3669 -4.5898  -0.345
C 3.6270 -0.3436 1.8000  0.590
C -3.6864 0.5997 -1.0579  -0.989
C -5.9217 -0.7807 -1.5182  -1.279
C 0.4233 1.4331 3.5655  0.447
C 2.6573 -2.2594 -4.6655  0.446
C 0.2328 -2.8764 -0.6924  0.400
C -4.4314 -0.7319 -1.1228  0.668
C 1.0322 1.7228 -1.2715  0.291
C -1.6325 -1.9928 3.4086  0.490
C 0.5515 5.4703 0.5480  0.586
H -1.4908 -2.6975 -1.8179  0.197
H 2.6422 1.3444 1.7445  0.184
H -3.7397 -2.4547 -1.7093  0.356
H -6.4937 -0.2240 -0.7447  0.348
H 1.5814 2.6191 -3.1140  0.169
H 4.5701 -2.1186 -3.7941  0.209
H 1.1070 -0.2876 -1.1086  -0.091
H 0.3645 4.2770 2.2736  0.211
H 2.3283 -3.4312 -6.3342  0.228
H -0.1400 -2.0388 -2.5719  0.257
H 1.4566 0.1247 -2.6667  0.155
H 1.4138 3.6907 -1.7327  0.207
H -4.3602 -1.2461 -0.0799  0.054
H -1.9313 -1.9700 1.2397  0.082
H -6.1015 -0.2573 -2.4888  0.306
H -0.4876 6.5051 2.0639  0.194
H 0.0158 7.4773 0.9081  0.250
H -0.3437 -3.2345 2.5448  0.219
H -0.2871 1.3394 1.6705  0.121
H -0.5779 0.1427 4.8632  0.205
H 0.7406 0.9971 5.6064  0.226
H 2.7677 -0.1655 3.6427  0.235
H -2.7622 -0.8559 2.2357  0.168
H -4.3904 1.2601 -0.4415  0.306
H 4.6531 -2.6641 -5.3012  0.168
H -6.2588 -1.8605 -1.5481  0.316
H 0.4297 3.3515 0.7998  0.257
H -0.7430 -0.0505 2.6302  0.174
H 1.0518 -2.3690 -5.7978  0.259
H 3.4220 -1.7251 3.1449  0.231
H -3.4409 1.0567 -1.9940  0.365
H -0.5256 -3.4015 4.3545  0.220
H -2.7683 0.4117 -0.5533  0.108
H 3.6354 1.0582 0.4458  0.239
H 2.1302 -2.6861 0.1835  0.164
H 2.0587 -2.0466 -1.4335  0.114

Results
- Total charge: 0
- Calculated total energy: -48202.4710 eV
- Relative energy (zero: lowest compared OMol25 entry of this formula, charge and spin): 0.046 eV
- Frontier orbital gap: 9.37 eV
- Max |F|: 4.2 eV/Å

# 3
ORCA calculation (ωB97M-V/def2-TZVPD) on a 7-piece molecular cluster, C10H37BO11 overall in a non-equilibrium geometry.

Each line ends with the Mulliken charge.
Element x y z (Å)
O -23.8972 2.5667 16.4053  -0.495
O -15.2393 -0.6409 9.9000  -0.544
O -20.9775 -2.5686 10.9937  -0.520
O -17.1125 4.2246 19.2241  -0.524
O -22.9862 1.8530 13.5897  -0.486
O -19.1318 5.6523 17.9799  -0.468
O -22.3666 -4.7939 9.9112  -0.521
O -15.8258 -3.9250 17.7689  -0.531
O -17.3800 -6.4669 17.2217  -0.539
O -19.1549 2.0296 16.0979  -0.403
O -16.1061 2.2697 12.0224  -0.532
C -18.3369 6.1781 19.0142  -0.371
C -16.2835 1.1203 11.2443  -0.241
C -21.4928 -2.4076 9.6911  -0.306
C -16.1017 -6.3085 17.5889  -0.344
C -15.0139 0.2271 11.0178  -0.309
C -15.5644 -5.0476 16.9718  -0.418
C -24.3016 2.2534 13.9447  -0.443
C -16.9662 5.5596 18.7808  -0.483
C -21.6638 -3.8086 9.0641  -0.498
C -24.6453 1.8541 15.4204  -0.477
B -19.9950 -1.6926 17.6891  0.162
H -16.6014 1.5316 10.2862  0.266
H -16.2826 3.8149 18.9694  0.302
H -16.0726 -6.3737 18.6765  0.256
H -14.1364 0.8535 10.8575  0.249
H -16.1930 5.9744 19.4275  0.353
H -24.5337 3.2943 13.7195  0.389
H -22.7557 2.5282 12.9475  0.302
H -20.9581 -1.5962 9.1972  0.327
H -19.9184 -1.5544 16.6218  -0.295
H -16.6854 2.9484 11.6682  0.325
H -14.7144 -1.4436 9.8577  0.313
H -15.4666 -7.1328 17.2643  0.299
H -14.4932 -5.0846 16.7736  0.341
H -22.5402 -2.1060 9.6914  0.248
H -21.5374 -2.0594 11.5844  0.304
H -20.9646 -1.4720 18.1080  -0.206
H -19.7701 -2.7217 17.9227  -0.255
H -22.0000 -3.6663 8.0371  0.354
H -19.8019 1.8122 15.4228  0.444
H -16.0604 -4.9771 16.0038  0.276
H -16.6771 -3.6060 17.4606  0.309
H -20.6749 -4.2589 8.9784  0.287
H -17.9373 -5.9256 17.7856  0.329
H -25.7020 2.0513 15.6009  0.298
H -14.7232 -0.4623 11.8104  0.273
H -19.5129 2.7603 16.6074  0.427
H -24.0475 3.5038 16.2607  0.292
H -24.9504 1.7247 13.2463  0.297
H -19.7624 6.3430 17.7634  0.276
H -19.0773 1.2378 16.6352  0.415
H -18.1455 7.2451 18.9006  0.342
H -16.6261 5.5964 17.7458  0.325
H -24.5215 0.7821 15.5738  0.324
H -17.0672 0.4569 11.6101  0.202
H -21.9196 -4.7408 10.7591  0.322
H -19.2433 -1.0420 18.1086  -0.275
H -18.6786 5.9503 20.0239  0.254

Results
- Total charge: 0
- Calculated total energy: -34157.9028 eV
- Relative energy (zero: lowest compared OMol25 entry of this formula, charge and spin): 6.323 eV
- Frontier orbital gap: 6.38 eV
- Max |F|: 4.9 eV/Å

# 4
ORCA calculation (ωB97M-V/def2-TZVPD) on a 7-piece molecular cluster, C10H38BNO9 overall in a non-equilibrium geometry.

Each line ends with the Mulliken charge.
Element x y z (Å)
O -6.5922 20.8204 -9.0301  -0.537
O -1.0067 16.3498 -12.8656  -0.519
O 0.3950 23.3698 -13.3769  -0.485
O -3.8967 22.2369 -9.3173  -0.469
O -6.5146 20.3146 -21.3914  -0.501
O -6.4033 26.3662 -12.8534  -0.521
O -1.4605 21.5192 -14.4803  -0.536
O -4.3865 19.7885 -23.0213  -0.475
O -7.4097 26.0297 -15.6034  -0.516
N -7.2893 21.2341 -14.1060  -0.469
C -5.3246 21.0502 -21.1523  -0.580
C -1.7345 15.2939 -13.3761  -0.194
C -6.9534 27.2648 -15.0485  -0.367
C 0.6632 22.7151 -14.6122  -0.391
C -5.3605 20.4389 -8.4203  -0.396
C -5.8420 26.9460 -14.0551  -0.410
C -3.1147 15.1964 -12.8493  -1.045
C -0.6054 22.1747 -15.3544  -0.382
C -4.4362 21.7034 -8.1733  -0.367
C -4.5230 21.1217 -22.4889  -0.310
B -8.7623 17.4571 -16.7336  -0.262
H -9.1578 18.4474 -16.8982  -0.198
H -0.9910 20.8094 -14.0360  0.317
H -5.4516 27.9299 -13.7953  0.327
H -7.5685 22.1045 -14.5356  0.355
H -3.6970 14.3966 -13.3070  0.342
H 1.1919 23.3564 -15.3174  0.306
H -7.7641 27.7611 -14.5150  0.281
H -6.6738 27.9513 -15.8476  0.350
H -7.7191 17.5074 -17.0048  -0.169
H -5.0403 21.6994 -23.2549  0.273
H -1.7896 15.3863 -14.4608  0.267
H -4.5267 22.7998 -9.7731  0.266
H -6.2935 21.1657 -13.9516  0.359
H -3.0820 15.0473 -11.7701  0.278
H -6.2293 26.9531 -12.1139  0.312
H -9.3103 16.7447 -17.3305  -0.164
H -0.3025 22.8852 -12.9296  0.331
H -7.6000 21.1153 -13.1523  0.373
H -4.9726 22.4477 -7.5849  0.337
H -4.7009 20.5055 -20.4436  0.372
H -6.8207 20.0134 -20.5328  0.318
H -7.5604 20.4763 -14.7162  0.354
H -8.1539 26.2546 -16.1666  0.300
H -5.0835 26.3377 -14.5478  0.245
H -3.6161 21.2782 -7.5948  0.276
H -0.1211 16.3958 -13.2332  0.305
H -4.5507 19.2784 -22.2248  0.317
H 1.3557 21.8848 -14.4737  0.280
H -3.6969 16.1115 -12.9578  0.277
H -3.5161 21.4634 -22.2491  0.253
H -4.7517 19.7395 -8.9933  0.283
H -0.3548 21.4916 -16.1660  0.291
H -1.2828 14.3019 -13.3648  0.287
H -8.8270 17.1655 -15.6967  -0.178
H -7.1884 21.2930 -8.4446  0.305
H -5.6772 20.0222 -7.4642  0.303
H -1.1701 22.9593 -15.8580  0.270
H -5.5728 22.0321 -20.7493  0.329

Results
- Total charge: 0
- Calculated total energy: -31571.0242 eV
- Relative energy (zero: lowest compared OMol25 entry of this formula, charge and spin): 6.061 eV
- Frontier orbital gap: 5.57 eV
- Max |F|: 4.8 eV/Å